7 unconnected molecules or ions with the total composition C28H77N7O7. Source: the OMol25 dataset; level of theory: ωB97M-V with the def2-TZVPD basis set.

CARTESIAN COORDINATES (ANGSTROEM)
C1 15.7447 -4.2938 14.9294
O1 16.0797 -3.4605 16.0311
C2 16.8705 -2.3026 15.7993
C3 17.6270 -2.0038 17.0597
C4 18.4303 -0.7188 16.9223
N1 18.4878 -3.1136 17.4168
H1 15.3000 -3.6894 14.1297
H2 14.9647 -4.9153 15.3643
H3 16.5821 -4.8700 14.5310
H4 17.5886 -2.4627 14.9855
H5 16.1525 -1.4991 15.5942
H6 16.8819 -1.7833 17.8433
H7 17.8028 0.1347 16.6658
H8 19.2470 -0.8118 16.2026
H9 18.8907 -0.4919 17.8890
H10 19.0855 -2.8627 18.1945
H11 17.9064 -3.8894 17.7142
C5 12.6112 1.1364 5.5404
O2 13.7491 0.5501 6.1357
C6 14.4193 1.4560 6.9926
C7 15.8036 0.9585 7.2931
C8 16.5489 1.8435 8.2870
N2 16.5924 0.7256 6.0758
H12 12.0541 0.3476 5.0341
H13 12.9200 1.8813 4.8028
H14 11.9274 1.5362 6.3003
H15 14.4615 2.4685 6.5652
H16 13.8614 1.4733 7.9387
H17 15.6768 -0.0406 7.7199
H18 17.5541 1.4715 8.4774
H19 15.9940 1.9701 9.2205
H20 16.6873 2.8486 7.8689
H21 16.7091 1.5777 5.5358
H22 17.5212 0.4111 6.3293
C9 13.7124 -2.2545 8.1907
O3 13.5744 -1.4589 9.3587
C10 12.2508 -1.3985 9.8446
C11 12.2081 -0.4534 11.0293
C12 10.8009 -0.4165 11.6286
N3 12.6776 0.9186 10.7376
H23 13.3871 -3.2863 8.3612
H24 14.7789 -2.2755 7.9824
H25 13.1588 -1.7989 7.3674
H26 11.5814 -0.9980 9.0642
H27 11.8810 -2.3815 10.1639
H28 12.8117 -0.8460 11.8523
H29 10.7216 0.5158 12.1853
H30 10.6586 -1.2521 12.3140
H31 10.0158 -0.5076 10.8740
H32 11.9893 1.3161 10.0919
H33 13.4878 0.7842 10.1281
C13 17.9293 -1.5358 9.2917
O4 18.5792 -1.1794 10.4986
C14 17.8351 -0.2883 11.3132
C15 16.4855 -0.8380 11.7443
C16 15.7913 0.0600 12.7455
N4 16.5963 -2.2162 12.2426
H34 16.9702 -2.0184 9.4825
H35 18.6155 -2.2304 8.8102
H36 17.7645 -0.6734 8.6390
H37 18.4110 -0.1117 12.2266
H38 17.7122 0.6770 10.7987
H39 15.7761 -0.9287 10.9121
H40 16.3587 0.1365 13.6838
H41 14.7755 -0.2689 12.9288
H42 15.8428 1.0932 12.3831
H43 17.0089 -2.2656 13.1655
H44 17.2037 -2.7226 11.6072
C17 22.8443 1.7118 12.3662
O5 22.3092 0.5560 12.9516
C18 21.9515 -0.4266 12.0058
C19 21.6180 -1.7216 12.6826
C20 22.7978 -2.2746 13.4600
N5 21.1985 -2.7268 11.6789
H45 23.7939 1.5042 11.8457
H46 23.0768 2.4183 13.1602
H47 22.1534 2.1574 11.6403
H48 21.1527 -0.1212 11.3087
H49 22.8213 -0.5960 11.3347
H50 20.7392 -1.5993 13.3236
H51 23.6544 -2.3386 12.7805
H52 22.5501 -3.2543 13.8588
H53 23.0909 -1.5873 14.2521
H54 20.5121 -2.2804 11.0695
H55 21.9908 -2.8740 11.0500
C21 14.3081 -8.2960 12.8920
O6 15.3326 -7.5123 12.3563
C22 14.9264 -6.7256 11.2508
C23 16.1518 -6.1228 10.6169
C24 15.7306 -5.2257 9.4710
N6 17.0062 -7.2179 10.1379
H56 13.8264 -7.8282 13.7707
H57 14.7511 -9.2147 13.2812
H58 13.5001 -8.4808 12.1792
H59 14.4402 -7.3722 10.5018
H60 14.1937 -5.9829 11.5937
H61 16.6419 -5.5325 11.4038
H62 15.1935 -4.3594 9.8651
H63 15.0833 -5.7634 8.7751
H64 16.5965 -4.8796 8.9052
H65 17.8847 -6.7899 9.8530
H66 17.2411 -7.7794 10.9534
C25 13.0444 5.7293 13.4424
O7 14.2464 5.2705 13.9867
C26 14.9454 4.3915 13.1478
C27 15.4475 5.0207 11.8321
C28 16.5028 4.1161 11.2022
N7 15.9511 6.4000 12.0205
H67 13.0823 6.0286 12.3901
H68 12.6871 6.5666 14.0437
H69 12.2355 4.9782 13.5033
H70 15.8352 4.0755 13.7006
H71 14.3252 3.5100 12.9334
H72 14.6145 5.0517 11.1244
H73 17.5309 4.3241 11.4924
H74 16.4798 4.2800 10.1194
H75 16.2259 3.0642 11.3135
H76 15.1512 7.0278 12.0256
H77 16.2774 6.4730 12.9841

The SMILES is COC[C@H](C)N.COC[C@H](C)N.COC[C@H](C)N.COC[C@H](C)N.COC[C@H](C)N.COC[C@H](C)N.COC[C@H](C)N. As for the relative energy (zero: lowest compared OMol25 entry of this formula, charge and spin): 0.749 eV. Its total charge is 0.

Atom charges from the Mulliken analysis, given in e for atoms 1 to 4: atom 1 (C): -0.625, atom 2 (O): -0.445, atom 3 (C): -0.113, atom 4 (C): 0.557

***

A molecular structure, C26H54Br8CsNO11S4. Source: the OMol25 dataset; level of theory: ωB97M-V with the def2-TZVPD basis set.

CARTESIAN COORDINATES (ANGSTROEM)
Cs1 16.3183 -20.2021 -0.8675
C1 15.6092 -19.0146 2.9325
O1 15.6908 -19.1677 1.5592
H1 14.5110 -19.0236 3.3210
H2 16.1786 -19.8221 3.3703
H3 16.0303 -18.0757 3.4609
C2 11.1559 -19.6594 4.1571
N1 11.8544 -19.2467 5.4039
O2 11.4388 -19.7046 6.4459
O3 12.7796 -18.4675 5.3787
H4 10.3395 -19.0010 3.9523
H5 10.7523 -20.6536 4.2574
H6 11.8001 -19.6318 3.2563
C3 19.9467 -21.2930 2.3000
C4 18.4191 -21.7706 2.3421
C5 18.4504 -23.0621 1.5981
S1 19.5015 -22.7418 0.1580
O4 18.7215 -21.9269 -0.6828
O5 19.9681 -23.9450 -0.4005
C6 20.6537 -21.6406 0.9534
H7 20.4630 -21.8489 3.0938
H8 19.8860 -20.3024 2.5523
H9 17.7753 -21.0488 1.8429
H10 18.0355 -21.7657 3.3895
H11 17.4986 -23.4173 1.1867
H12 19.0512 -23.8536 2.1398
H13 20.7761 -20.7920 0.2808
H14 21.5803 -22.2338 1.1219
C7 13.4006 -19.8469 9.4101
C8 14.2582 -20.7631 10.3571
C9 13.5245 -20.9178 11.7094
S2 11.8957 -21.2129 11.1956
O6 10.8974 -20.7431 12.0976
O7 11.7269 -22.6235 10.8262
C10 11.9424 -20.2572 9.7039
H15 13.6094 -19.9572 8.3491
H16 13.5600 -18.8731 9.7866
H17 15.2401 -20.2803 10.5263
H18 14.4275 -21.7461 9.9829
H19 13.5426 -19.9717 12.2269
H20 13.8672 -21.7344 12.3247
H21 11.3373 -19.3559 9.8660
H22 11.5223 -20.9362 8.9000
C11 13.7873 -16.0058 -0.9111
C12 12.4344 -15.9146 -1.7015
C13 12.1715 -17.3463 -2.2910
S3 12.7820 -18.3994 -0.9764
O8 13.8557 -19.2885 -1.4148
O9 11.6395 -19.0451 -0.3298
C14 13.5119 -17.1451 0.0473
H23 14.0874 -15.1147 -0.3908
H24 14.5610 -16.4069 -1.5456
H25 12.5977 -15.2327 -2.5218
H26 11.6092 -15.5491 -1.0190
H27 12.6856 -17.5303 -3.1923
H28 11.1213 -17.4766 -2.3469
H29 14.3506 -17.6331 0.5698
H30 12.7343 -16.9380 0.7604
C15 12.8501 -14.5380 5.3779
C16 13.9830 -15.4844 4.9823
C17 13.7426 -16.0554 3.5770
S4 12.6796 -14.8317 2.7594
O10 11.4646 -15.4936 2.2911
O11 13.4849 -14.1273 1.7984
C18 12.4128 -13.7313 4.1827
H31 13.1289 -14.0065 6.2708
H32 11.9745 -15.1287 5.6106
H33 14.1327 -16.2264 5.7833
H34 14.9119 -14.9245 5.0190
H35 13.1789 -16.9720 3.8096
H36 14.6307 -16.2702 2.9666
H37 11.3488 -13.5066 4.1902
H38 13.0276 -12.8199 4.0544
Br1 13.6090 -22.0112 5.0851
C19 14.3137 -23.7303 4.7057
C20 15.1626 -24.4048 5.7235
Br2 16.9424 -23.5728 5.8709
H39 14.8647 -23.6827 3.7407
H40 13.4170 -24.3688 4.5791
H41 15.3223 -25.4367 5.3891
H42 14.7065 -24.3363 6.7031
Br3 18.8909 -17.4589 0.2617
C21 17.8721 -16.9125 1.8692
C22 18.7539 -16.9601 3.0989
Br4 18.0778 -15.9103 4.5393
H43 17.0380 -17.6110 1.8779
H44 17.5741 -15.9139 1.6266
H45 19.7590 -16.4861 2.8026
H46 18.9490 -18.0059 3.4788
Br5 18.1307 -20.1627 6.1491
C23 16.3617 -19.9221 6.8038
C24 15.9942 -18.4511 6.9498
Br6 16.8417 -17.5869 8.3650
H47 16.3240 -20.4044 7.7805
H48 15.7432 -20.4313 6.0645
H49 14.9285 -18.4165 7.1918
H50 16.3153 -17.8676 6.0276
Br7 11.0733 -22.9277 -0.1037
C25 11.6816 -21.9738 1.4314
C26 13.1164 -21.6810 1.4215
Br8 14.2678 -23.2587 1.0118
H51 11.2717 -22.4925 2.3291
H52 11.2381 -20.9546 1.3305
H53 13.5201 -21.2232 2.3281
H54 13.3650 -21.0582 0.5449

As for the relative energy (zero: lowest compared OMol25 entry of this formula, charge and spin): 0.000 eV. Its total charge is 0.

Atom charges from the Mulliken analysis, given in e for atoms 1 to 4: atom 1 (Cs): 1.290, atom 2 (C): 0.410, atom 3 (O): -0.872, atom 4 (H): -0.486

***

A molecular structure, C5H3N2O4PdSbSe4. Source: the OMol25 dataset; level of theory: ωB97M-V with the def2-TZVPD basis set.

CARTESIAN COORDINATES (ANGSTROEM)
Pd1 -1.7899 -0.3754 0.2375
Se1 -6.3941 0.3459 -2.1989
Sb1 -4.9108 -1.2956 -1.2620
Se2 -4.0032 -0.6976 1.0177
Se3 -2.4959 -0.9231 -1.9693
Se4 -5.6538 -3.5712 -1.4485
O1 3.5745 1.1557 2.0114
C1 3.6039 0.9273 0.7175
O2 4.6165 1.0334 0.0533
C2 2.3212 0.5235 0.0849
C3 2.1719 0.2424 -1.2580
N1 0.8820 -0.0832 -1.4519
N2 0.1926 -0.0281 -0.3175
C4 1.0303 0.3354 0.6327
C5 0.4560 0.4641 2.0204
O3 1.2515 0.8132 2.9268
O4 -0.7617 0.2128 2.1343
H1 2.6271 1.0135 2.4132
H2 2.8961 0.2581 -2.0531
H3 0.3856 -0.3510 -2.2905

As for the relative energy (zero: lowest compared OMol25 entry of this formula, charge and spin): 0.000 eV. Its total charge is -2.

Atom charges from the Mulliken analysis, given in e for atoms 1 to 4: atom 1 (Pd): 0.281, atom 2 (Se): -0.706, atom 3 (Sb): 0.663, atom 4 (Se): -0.371

***

A molecular structure, C2H3N3O2. Source: the OMol25 dataset; level of theory: ωB97M-V with the def2-TZVPD basis set.

CARTESIAN COORDINATES (ANGSTROEM)
N1 -1.7348 -0.1127 -0.0886
C1 -0.6776 -0.8544 0.3267
N2 -0.2101 -1.4292 1.3451
O1 0.3547 -1.3873 -0.2710
C2 1.8939 0.6638 -0.3041
O2 2.8443 0.0226 -0.5101
N3 0.8531 1.2938 -0.1620
H1 -1.5978 0.3254 -0.9893
H2 -2.6242 -0.5813 0.0092
H3 0.8423 2.1732 0.3265

As for the relative energy (zero: lowest compared OMol25 entry of this formula, charge and spin): 3.830 eV. Its total charge is 0.

Atom charges from the Mulliken analysis, given in e for atoms 1 to 4: atom 1 (N): -0.463, atom 2 (C): 0.791, atom 3 (N): -0.402, atom 4 (O): -0.463